C41H99AgF6N6O18 as an isolated structure. Source: the Open Molecules 2025 dataset; level of theory: wB97M-V/def2-TZVPD.

Each line ends with the Löwdin charge.
Geometry (Å):
1 Ag -8.641 0.132 7.507  0.8974
2 N -6.887 -1.369 8.010  -0.5469
3 O -5.834 -2.031 8.077  0.0252
4 O -7.525 -1.386 6.979  -0.1353
5 O -7.331 -0.633 8.903  -0.1037
6 C -7.969 2.549 7.811  -0.3528
7 O -9.127 1.804 8.186  -0.2603
8 O -7.009 1.547 7.459  -0.2240
9 C -8.210 3.820 6.836  -0.5757
10 F -7.161 4.570 6.692  0.1910
11 F -8.643 3.513 5.611  0.1344
12 F -9.071 4.707 7.374  0.1102
13 C -10.260 2.551 8.714  -0.2264
14 C -11.487 1.638 8.896  -0.1189
15 H -11.447 0.721 8.309  0.0737
16 H -11.672 1.341 9.929  0.0315
17 H -12.405 2.171 8.650  0.0757
18 H -10.780 3.169 7.981  0.1136
19 H -10.032 3.313 9.458  0.0945
20 H -7.602 3.083 8.687  0.1405
21 C -14.441 -4.846 12.018  -0.2390
22 O -14.060 -4.356 10.647  -0.2143
23 O -13.979 -3.829 12.949  -0.2015
24 C -15.947 -5.275 12.036  -0.6071
25 F -16.449 -5.095 13.230  0.1799
26 F -16.762 -4.612 11.247  0.1587
27 F -16.138 -6.572 11.712  0.1377
28 C -13.576 -5.185 9.611  -0.2052
29 C -13.021 -4.367 8.457  -0.0847
30 H -12.061 -3.980 8.797  0.0002
31 H -12.796 -5.059 7.646  0.0918
32 H -13.543 -3.480 8.098  0.0636
33 H -14.359 -5.842 9.232  0.1339
34 H -12.783 -5.820 10.006  0.0956
35 H -13.873 -5.765 12.165  0.1469
36 C -10.551 -2.977 8.705  -0.0418
37 C -10.654 -1.470 8.546  -0.3285
38 C -9.867 -0.624 9.622  -0.0134
39 O -10.370 -0.984 7.247  -0.3019
40 H -11.254 -3.626 8.183  0.0487
41 H -10.658 -3.338 9.728  -0.0198
42 H -9.545 -3.301 8.440  0.1322
43 H -11.706 -1.222 8.690  0.0879
44 H -10.270 -0.840 10.612  0.0729
45 H -9.869 0.465 9.651  0.0821
46 H -8.786 -0.754 9.584  0.0509
47 C -9.325 -2.427 12.930  -0.0066
48 O -10.322 -2.431 11.862  -0.2474
49 C -11.627 -2.230 12.223  -0.2029
50 C -12.445 -2.054 11.005  -0.1866
51 N -13.911 -2.204 11.356  0.1035
52 H -14.135 -3.105 11.754  -0.0105
53 H -14.146 -1.504 12.046  0.1734
54 C -14.905 -2.156 10.104  -0.0128
55 C -15.272 -0.781 9.633  -0.1509
56 O -14.073 -0.042 9.296  -0.2485
57 C -14.346 1.365 8.925  -0.0626
58 H -8.321 -2.541 12.522  0.1045
59 H -9.600 -3.344 13.450  0.0852
60 H -9.423 -1.486 13.472  0.1094
61 H -11.607 -1.375 12.898  0.1572
62 H -12.001 -3.093 12.773  0.1400
63 H -12.368 -2.769 10.186  0.1297
64 H -12.216 -1.220 10.341  0.0339
65 H -15.836 -2.614 10.439  0.1370
66 H -14.627 -2.682 9.191  0.0975
67 H -16.011 -0.353 10.310  0.1370
68 H -15.934 -0.737 8.769  0.1347
69 H -13.542 1.750 8.299  0.0284
70 H -14.452 2.006 9.800  0.1175
71 H -15.109 1.395 8.147  0.1147
72 C -12.305 -0.022 10.984  -0.2406
73 O -12.187 1.215 11.703  -0.0697
74 C -12.492 2.347 10.873  -0.2707
75 C -11.366 3.446 10.806  -0.0124
76 N -11.062 3.999 12.273  0.1117
77 H -10.345 4.710 12.270  0.1613
78 H -11.926 4.452 12.532  0.1668
79 C -10.527 3.115 13.362  -0.0955
80 C -10.018 4.015 14.431  -0.2418
81 O -8.855 4.702 14.079  -0.1453
82 C -7.950 4.782 15.121  -0.1115
83 H -11.751 -0.806 11.502  0.0325
84 H -12.220 -0.132 9.903  0.0847
85 H -13.287 -0.434 11.218  0.1104
86 H -13.284 2.922 11.354  0.1310
87 H -12.985 1.952 9.985  0.0351
88 H -11.733 4.238 10.154  0.1625
89 H -10.497 2.912 10.420  0.0753
90 H -9.675 2.596 12.923  0.1511
91 H -11.233 2.374 13.737  0.1381
92 H -9.900 3.431 15.344  0.1362
93 H -10.819 4.683 14.749  0.1399
94 H -7.141 4.053 15.075  0.0935
95 H -8.205 4.637 16.171  0.0999
96 H -7.489 5.750 14.926  0.1046
97 C -11.720 -5.445 5.959  -0.0781
98 O -12.294 -4.286 6.418  -0.3807
99 C -13.350 -3.789 5.634  -0.1227
100 C -13.729 -2.436 6.206  -0.0612
101 N -12.552 -1.529 6.329  0.1077
102 H -11.884 -2.061 6.867  0.1140
103 H -12.162 -1.298 5.427  0.1542
104 C -12.745 -0.179 7.059  -0.1049
105 C -13.646 0.859 6.425  -0.1837
106 O -15.028 0.533 6.150  -0.2053
107 C -15.647 1.452 5.271  -0.0750
108 H -11.123 -5.313 5.057  0.0796
109 H -12.460 -6.222 5.768  0.1244
110 H -11.098 -5.784 6.788  0.1259
111 H -14.146 -4.529 5.552  0.1546
112 H -12.927 -3.683 4.635  0.1408
113 H -14.192 -2.444 7.192  0.1094
114 H -14.365 -1.919 5.487  0.1420
115 H -11.703 0.137 7.003  0.0628
116 H -13.049 -0.469 8.064  0.0962
117 H -13.268 1.301 5.504  0.1295
118 H -13.680 1.732 7.078  0.0890
119 H -15.197 1.434 4.278  0.0977
120 H -15.644 2.451 5.707  0.0984
121 H -16.677 1.106 5.176  0.1021
122 C -10.527 1.843 6.022  -0.0315
123 O -9.238 1.139 5.768  -0.2404
124 C -9.140 0.515 4.510  -0.1588
125 C -8.814 -1.030 4.623  -0.0436
126 N -9.876 -1.772 5.510  0.0555
127 H -9.905 -1.182 6.329  -0.2041
128 H -10.809 -1.640 5.145  0.1169
129 C -9.593 -3.208 6.021  -0.0554
130 C -9.433 -4.035 4.729  -0.1125
131 O -9.465 -5.469 5.128  -0.2937
132 C -8.216 -5.944 5.439  -0.1056
133 H -10.480 2.312 7.005  0.0330
134 H -11.348 1.126 6.022  0.0498
135 H -10.874 2.656 5.384  0.1178
136 H -8.400 0.952 3.839  0.1380
137 H -10.021 0.579 3.871  0.1169
138 H -7.829 -1.159 5.072  0.1108
139 H -8.836 -1.353 3.582  0.1162
140 H -10.504 -3.616 6.459  0.0802
141 H -8.777 -3.186 6.743  0.1201
142 H -8.468 -3.806 4.277  0.1293
143 H -10.240 -3.939 4.002  0.1305
144 H -8.299 -6.869 6.009  0.1001
145 H -7.610 -5.205 5.964  0.0953
146 H -7.750 -6.117 4.469  0.1002
147 C -9.853 -6.052 15.704  -0.0785
148 O -9.245 -6.542 14.508  -0.2011
149 C -7.952 -6.996 14.774  -0.1902
150 C -7.351 -7.714 13.439  -0.0002
151 N -7.877 -6.977 12.168  0.0574
152 H -7.477 -7.528 11.422  0.1699
153 H -8.856 -7.177 12.022  0.1555
154 C -7.771 -5.493 11.972  -0.0322
155 C -9.139 -4.782 11.561  -0.1841
156 O -9.748 -5.456 10.484  -0.0947
157 C -11.040 -4.884 10.214  -0.1124
158 H -9.582 -5.014 15.898  0.0887
159 H -9.598 -6.553 16.638  0.0939
160 H -10.941 -6.115 15.677  0.0995
161 H -7.960 -7.715 15.594  0.1284
162 H -7.364 -6.121 15.052  0.1219
163 H -7.627 -8.768 13.409  0.1304
164 H -6.269 -7.595 13.494  0.1280
165 H -7.048 -5.457 11.157  0.1372
166 H -7.172 -5.076 12.782  0.1340
167 H -8.929 -3.741 11.315  0.1006
168 H -9.871 -4.747 12.369  0.1106
169 H -11.000 -3.823 9.964  -0.0621
170 H -11.796 -4.974 10.994  0.1207
171 H -11.338 -5.277 9.242  0.1057

Atoms 1-6, force components in eV/Å:
Ag -1.2 -1.4 -1.5
N 4.3 -1.6 1.9
O -0.9 0.5 0.8
O 1.1 -4.2 -3.8
O 4.1 -1.8 3.0
C 5.1 -0.6 -0.7

Results
Orbital gap in eV: 4.7
Total charge: +2
HOMO in eV: -8.650
DFT total energy in Eh: -4047.9952

***

A 13-piece molecular cluster, C42H100Br10O16 overall. Source: the Open Molecules 2025 dataset; level of theory: wB97M-V/def2-TZVPD.

Each line ends with the Löwdin charge.
Geometry (Å):
1 Br 22.435 18.753 9.912  0.5665
2 C 21.062 18.592 11.365  -0.6668
3 C 21.117 17.255 12.122  -0.6432
4 Br 22.423 17.353 13.647  0.5780
5 H 20.063 18.749 10.959  0.0122
6 H 21.260 19.415 12.052  0.0306
7 H 21.390 16.550 11.338  0.0450
8 H 20.124 16.952 12.455  0.0066
9 Br 13.409 12.393 14.722  0.7015
10 C 12.990 14.319 14.809  -0.7184
11 C 11.562 14.433 14.659  -0.6346
12 Br 11.127 16.429 14.626  0.6372
13 H 13.622 14.832 14.084  0.0516
14 H 13.287 14.694 15.788  0.0458
15 H 10.945 13.973 15.431  0.0675
16 H 11.288 14.001 13.696  0.0573
17 Br 16.259 9.492 16.853  0.5250
18 C 16.118 11.523 17.054  -0.6422
19 C 17.002 12.266 16.015  -0.5577
20 Br 16.457 14.166 16.295  0.7720
21 H 16.340 11.835 18.075  0.0212
22 H 15.063 11.752 16.901  -0.0243
23 H 16.864 12.069 14.952  0.0482
24 H 18.055 12.168 16.283  0.0371
25 Br 16.768 20.417 9.571  0.6241
26 C 15.999 19.284 10.953  -0.7337
27 C 16.994 18.571 11.841  -0.5826
28 Br 17.740 17.062 10.725  0.6829
29 H 15.223 18.630 10.555  0.0592
30 H 15.461 20.041 11.525  -0.0048
31 H 16.563 18.001 12.664  0.0422
32 H 17.783 19.254 12.157  0.0145
33 Br 16.783 21.759 13.377  0.7101
34 C 16.125 22.197 15.216  -0.6306
35 C 17.135 23.157 15.824  -0.6882
36 Br 16.529 23.467 17.655  0.6342
37 H 16.077 21.245 15.745  0.0381
38 H 15.138 22.651 15.125  0.0455
39 H 17.182 24.115 15.307  0.0488
40 H 18.178 22.854 15.920  0.0249
41 C 18.873 16.431 21.587  -0.1185
42 O 18.068 15.573 20.844  -0.2069
43 C 18.738 15.079 19.659  -0.1335
44 C 18.061 13.728 19.226  -0.2157
45 O 18.094 12.831 20.292  -0.1744
46 C 17.009 12.545 21.074  -0.1239
47 H 19.095 17.396 21.131  0.0575
48 H 19.788 15.936 21.913  0.0966
49 H 18.282 16.722 22.455  0.0900
50 H 19.758 14.880 19.987  0.1074
51 H 18.643 15.807 18.853  0.1166
52 H 18.641 13.392 18.366  0.1065
53 H 17.032 13.789 18.869  0.0445
54 H 16.307 12.015 20.431  0.0773
55 H 16.575 13.421 21.557  0.0843
56 H 17.128 11.810 21.870  0.0901
57 C 16.693 27.439 15.629  -0.0944
58 O 17.842 26.744 15.131  -0.2060
59 C 18.961 26.615 16.035  -0.1736
60 C 20.182 25.834 15.494  -0.1823
61 O 19.672 24.528 15.370  -0.2397
62 C 20.597 23.512 14.980  -0.0741
63 H 16.254 26.870 16.448  0.0781
64 H 15.990 27.525 14.801  0.0862
65 H 16.920 28.477 15.872  0.0827
66 H 18.619 26.131 16.950  0.1138
67 H 19.332 27.616 16.253  0.1174
68 H 21.021 25.933 16.184  0.1233
69 H 20.562 26.137 14.519  0.1271
70 H 20.942 23.702 13.964  0.0949
71 H 20.145 22.521 15.007  0.0645
72 H 21.422 23.450 15.689  0.0902
73 C 15.066 16.524 19.980  -0.0975
74 O 13.940 17.122 20.557  -0.1784
75 C 13.881 17.126 21.949  -0.1907
76 C 12.464 17.700 22.292  -0.1510
77 O 12.432 19.111 21.926  -0.2070
78 C 11.256 19.801 22.300  -0.1277
79 H 16.013 16.882 20.383  0.0771
80 H 15.027 16.712 18.907  0.0690
81 H 15.185 15.442 20.032  0.0812
82 H 14.612 17.828 22.352  0.1248
83 H 14.015 16.160 22.436  0.1236
84 H 12.127 17.502 23.310  0.1174
85 H 11.694 17.302 21.631  0.1112
86 H 11.021 19.854 23.363  0.0784
87 H 10.360 19.302 21.929  0.0798
88 H 11.356 20.818 21.922  0.0892
89 C 20.691 11.925 14.915  -0.0832
90 O 19.565 12.652 14.450  -0.2185
91 C 19.643 12.936 13.086  -0.1885
92 C 18.478 13.862 12.665  -0.1980
93 O 17.230 13.219 12.607  -0.1833
94 C 16.169 14.148 12.527  -0.1461
95 H 20.693 11.020 14.307  0.0916
96 H 20.473 11.674 15.953  0.0866
97 H 21.633 12.467 14.833  0.0884
98 H 19.602 12.031 12.481  0.1296
99 H 20.590 13.437 12.884  0.1218
100 H 18.587 14.282 11.665  0.0987
101 H 18.331 14.635 13.420  0.0976
102 H 16.101 14.919 13.294  0.0560
103 H 15.215 13.649 12.359  0.0778
104 H 16.280 14.858 11.707  0.0246
105 C 18.514 19.530 18.982  -0.0750
106 O 19.461 18.884 18.118  -0.2104
107 C 20.779 18.637 18.647  -0.1733
108 C 21.494 17.476 17.993  -0.1779
109 O 21.256 16.173 18.594  -0.1970
110 C 22.094 15.244 18.011  -0.1371
111 H 18.608 19.220 20.022  0.0672
112 H 17.477 19.459 18.655  0.0824
113 H 18.898 20.550 18.971  0.0829
114 H 20.774 18.272 19.674  0.1176
115 H 21.392 19.535 18.560  0.1269
116 H 22.545 17.766 18.003  0.1247
117 H 21.264 17.398 16.931  0.0958
118 H 23.140 15.305 18.311  0.0898
119 H 22.008 15.177 16.926  0.0886
120 H 21.818 14.309 18.498  0.0889
121 C 12.856 21.338 17.149  -0.0913
122 O 12.180 20.088 17.035  -0.2010
123 C 11.994 19.385 18.232  -0.2035
124 C 10.888 18.342 18.092  -0.1609
125 O 9.673 19.057 17.750  -0.1823
126 C 8.610 18.214 17.452  -0.1372
127 H 12.143 22.052 17.562  0.0912
128 H 13.250 21.752 16.221  0.0610
129 H 13.648 21.321 17.897  0.0760
130 H 11.777 19.989 19.113  0.1212
131 H 12.972 18.923 18.364  0.1198
132 H 10.772 17.915 19.088  0.1183
133 H 11.160 17.618 17.324  0.0730
134 H 8.771 17.641 16.538  0.0595
135 H 7.713 18.791 17.227  0.0876
136 H 8.426 17.564 18.307  0.0862
137 C 12.315 20.528 13.695  -0.0950
138 O 11.870 20.282 12.363  -0.1873
139 C 11.630 21.450 11.582  -0.1803
140 C 11.513 20.990 10.103  -0.1913
141 O 12.625 20.194 9.767  -0.2108
142 C 13.107 20.055 8.424  -0.0973
143 H 13.340 20.895 13.760  0.0694
144 H 12.382 19.601 14.265  0.0636
145 H 11.614 21.225 14.155  0.0912
146 H 12.496 22.111 11.545  0.1206
147 H 10.743 21.970 11.944  0.1231
148 H 11.587 21.834 9.417  0.1188
149 H 10.613 20.397 9.942  0.1219
150 H 14.058 19.523 8.402  0.0507
151 H 13.279 21.012 7.931  0.0838
152 H 12.455 19.457 7.788  0.0812
153 C 19.328 19.492 14.793  -0.1493
154 O 18.809 18.335 14.243  -0.2198
155 C 18.403 17.319 15.167  -0.1418
156 C 17.072 17.598 15.947  -0.2166
157 O 16.018 17.596 15.013  -0.2143
158 C 14.762 17.783 15.661  -0.0802
159 H 19.513 20.189 13.976  0.0635
160 H 20.357 19.258 15.067  0.0643
161 H 18.743 19.982 15.571  0.0802
162 H 19.194 16.889 15.782  0.1188
163 H 18.098 16.506 14.508  0.0919
164 H 17.061 18.608 16.357  0.1047
165 H 16.926 16.838 16.715  0.0592
166 H 13.969 17.537 14.955  0.0565
167 H 14.606 18.837 15.893  0.0765
168 H 14.739 17.262 16.618  0.0713

Atoms 1-6, force components in eV/Å:
Br -0.9 -0.2 0.9
C 0.2 0.3 0.8
C 0.3 0.6 -1.1
Br -0.9 -0.4 -1.0
H 0.3 -0.2 -0.4
H 0.1 0.0 -0.2

Results
Orbital gap in eV: 9.8
Total charge: 0
HOMO in eV: -9.440
DFT total energy in Eh: -28603.7986

***

Q: Among the records above, which one has the lowest total charge?
A: C42H100Br10O16